[1]
Here is an isolated molecule of C3H4O3 from the Open Molecules 2025 dataset. Energies are from ωB97M-V/def2-TZVPD.

Summary:
Largest force on an atom (eV Å⁻¹): 0.5
E (a.u.): -342.4162
Relative energy (zero: lowest compared OMol25 entry of this formula, charge and spin) (kcal per mole): 25.0
SMILES: O=CCOC=O
Gap between HOMO and LUMO (eV): 11.21

```
! RIJCOSX wB97M-V def2-TZVPD def2/J DEFGRID3
* xyz 0 1
O 0.01753 -1.35492 1.35136
C -0.43581 -1.30125 0.23882
C 0.06086 -0.33323 -0.82101
O 0.96660 0.60613 -0.26978
C 0.40172 1.46413 0.59866
O -0.77643 1.54969 0.81620
H -1.24972 -1.97765 -0.09560
H 0.62172 -0.89164 -1.57836
H -0.78962 0.16062 -1.30464
H 1.18315 2.07812 1.06435
*
```

natural (NBO) charges, unit e, in atom order: O -0.4977; C 0.4195; C -0.1974; O -0.4888; C 0.6519; O -0.5778; H 0.1163; H 0.2233; H 0.2179; H 0.1328

[2]
Here is an isolated molecule of C3H4O3 from the Open Molecules 2025 dataset. Energies are from ωB97M-V/def2-TZVPD.

Summary:
Largest force on an atom (eV Å⁻¹): 0.9
E (a.u.): -342.2926
Relative energy (zero: lowest compared OMol25 entry of this formula, charge and spin) (kcal per mole): 102.5
Gap between HOMO and LUMO (alpha / beta) (eV): 8.54 / 8.21

```
! RIJCOSX wB97M-V def2-TZVPD def2/J DEFGRID3
* xyz 0 1
O 0.69331 2.41505 -0.20330
C 0.88962 1.47160 0.50510
C 0.00014 -1.73010 -0.42590
O -0.97052 -0.86986 -0.63881
C -1.05363 0.29049 -0.11318
O -0.03630 0.52163 0.75713
H 1.76556 1.24018 1.13772
H -0.21002 -2.64881 -0.91967
H 0.62313 -1.67101 0.45824
H -1.78714 0.97404 -0.48287
*
```

natural (NBO) charges, unit e, in atom order: O -0.5496; C 0.6472; C -0.2014; O -0.3483; C 0.3265; O -0.5283; H 0.1306; H 0.1667; H 0.1713; H 0.1853

[3]
Here is an isolated molecule of C3H4O3 at a distorted geometry from the Open Molecules 2025 dataset. Energies are from ωB97M-V/def2-TZVPD.

Summary:
Largest force on an atom (eV Å⁻¹): 1.3
E (a.u.): -342.2999
Relative energy (zero: lowest compared OMol25 entry of this formula, charge and spin) (kcal per mole): 97.9
Gap between HOMO and LUMO (eV): 9.14

```
! RIJCOSX wB97M-V def2-TZVPD def2/J DEFGRID3
* xyz 0 1
O -1.03610 -1.45540 0.55767
C -0.28180 -0.74198 -0.27445
C -0.03167 1.31115 -0.03970
O 1.28287 0.86120 -0.09319
C 1.11091 -0.50371 0.08021
O 1.97919 -1.27989 0.36534
H -1.66729 -1.99848 0.05940
H -0.70281 0.19064 -0.84251
H -0.42950 1.50259 0.95493
H -0.22381 2.11388 -0.76770
*
```

natural (NBO) charges, unit e, in atom order: O -0.6388; C -0.0065; C -0.1042; O -0.4876; C 0.6716; O -0.5519; H 0.4920; H 0.2345; H 0.1897; H 0.2011